Molecular formula: C6H8BrIO3
Method: DFT, ωB97M-V with the def2-TZVPD basis set

```
19
Properties=species:S:1:pos:R:3:forces:R:3:nbo_charge:R:1
C 2.725 0.350 -1.873 2.14 0.19 1.51 0.4294
C -0.911 -0.186 0.454 -1.19 -2.18 0.43 0.7676
C -3.082 -0.714 1.836 0.28 0.49 -1.73 -0.6411
C 1.381 0.296 -1.206 -1.37 -2.02 0.84 -0.5579
C 1.389 -0.213 0.298 -1.25 -1.56 -1.73 -0.0533
C -2.338 -0.991 0.445 0.81 0.46 1.44 -0.3221
O 3.793 0.295 -1.246 -2.34 -0.03 -1.37 -0.5244
O -0.825 0.997 0.330 -0.63 0.26 0.09 -0.5921
O 0.133 -1.009 0.612 0.46 1.23 -1.18 -0.5068
Br -3.162 -0.346 -1.149 -0.72 0.48 -0.30 0.0901
I -2.273 -3.159 0.188 0.47 0.46 0.27 0.1598
H 2.743 0.515 -2.970 -0.10 -0.12 0.23 0.1290
H -3.802 -1.476 2.115 -0.17 -0.04 -0.41 0.2339
H -2.297 -0.759 2.556 0.56 0.06 0.75 0.2222
H -3.546 0.287 1.862 0.29 -0.44 -0.16 0.2354
H 0.646 -0.403 -1.785 1.36 1.17 0.75 0.2423
H 0.905 1.266 -1.189 0.04 0.38 -0.41 0.2710
H 2.155 -0.927 0.477 0.73 -0.36 0.13 0.2124
H 1.331 0.528 1.027 0.62 1.55 0.86 0.2047
```
Positions in Å, forces in eV/Å.

Results
HOMO level = -9.495 eV
Frontier orbital gap = 9.47 eV
Spin multiplicity = 1
Relative energy (zero: lowest compared OMol25 entry of this formula, charge and spin) = 0.000 eV
Largest force on an atom = 2.71 eV/A